Record 1
9
Properties=species:S:1:pos:R:3:lowdin_charge:R:1 method="wB97M-V/def2-TZVPD" max_force_ha_per_bohr=0.0520 homo_lumo_gap_ev="8.793 / 7.832" charge=0 e_tot_ev=-14395.9843 homo_energy_ha="-0.3491 / -0.3119" de_lowest_ev=3.204
N 0.4004 0.0375 1.3700 -0.151
N 0.5257 1.2438 -0.9704 -0.097
O 2.2674 -0.6200 -0.3891 -0.351
P 0.8864 -0.2051 -0.2277 0.441
H -0.6020 0.1734 1.4078 0.021
H 0.6377 -0.7590 1.9503 0.043
H 1.2476 1.6002 -1.5815 0.056
H -0.4104 1.4365 -1.2891 0.045
H -1.0722 -1.7441 -0.3104 -0.007

=====

Record 2
19
Properties=species:S:1:pos:R:3:lowdin_charge:R:1 method="wB97M-V/def2-TZVPD" max_force_ha_per_bohr=0.0413 homo_lumo_gap_ev=8.302 charge=0 e_tot_ev=-15303.1377 homo_energy_ha=-0.2851 de_lowest_ev=2.166
C 3.5349 1.0593 0.2668 -0.222
C 2.5896 0.4318 -0.7235 -0.364
Si 1.5869 -0.9727 -0.4137 0.635
O 1.5235 -1.6827 1.0456 -0.217
H 3.2049 0.8865 1.2871 0.053
H 3.5980 2.1355 0.0953 0.061
H 4.5509 0.6642 0.1717 0.064
H 2.7056 0.7690 -1.7426 0.009
H 0.6331 -1.5922 -1.3159 -0.053
H 0.7129 -1.8554 1.5220 0.048
C -2.9655 -1.2059 -0.6127 -0.017
C -3.2784 -0.0340 -0.0967 -0.247
C -2.2925 0.9406 0.4539 -0.112
H -3.7115 -1.8793 -0.9980 0.047
H -1.9390 -1.5404 -0.6774 0.029
H -4.3136 0.2811 -0.0504 0.091
H -2.4745 1.1011 1.5165 0.074
H -1.2699 0.5898 0.3159 0.046
H -2.3954 1.9037 -0.0440 0.074

=====

Record 3
66
Properties=species:S:1:pos:R:3:lowdin_charge:R:1 method="wB97M-V/def2-TZVPD" max_force_ha_per_bohr=0.0776 smiles=OCCO.OCCO.OCCO.OCCO.OCCO.OCCO.O.O homo_lumo_gap_ev=9.433 charge=0 e_tot_ev=-41754.2515 homo_energy_ha=-0.3404 de_lowest_ev=1.491
O 9.4512 9.7223 6.4008 -0.077
C 8.5251 10.7056 5.9207 -0.236
C 9.0877 12.0541 5.6023 -0.209
O 9.9183 11.8608 4.4436 -0.062
H 10.0307 9.5984 5.6475 0.049
H 7.9634 10.3767 5.0403 0.122
H 7.7997 10.8230 6.7094 0.085
H 9.6280 12.4523 6.4581 0.120
H 8.2666 12.6910 5.3394 0.119
H 10.6893 12.4406 4.4748 0.087
O 9.8300 9.6832 10.1123 -0.116
C 11.1700 9.9124 9.5640 -0.214
C 11.9512 11.0630 10.2027 -0.286
O 11.5648 12.3206 9.7939 -0.076
H 9.4887 8.8215 9.7716 0.024
H 11.6418 8.9013 9.6338 0.127
H 11.0539 10.1593 8.5035 0.097
H 12.9666 10.9521 9.8113 0.117
H 11.9585 10.9714 11.3403 0.142
H 10.8078 12.7451 10.3063 0.135
O 10.8975 7.1473 6.9959 -0.064
C 11.9013 6.9039 6.0991 -0.261
C 11.6754 7.6504 4.7541 -0.245
O 11.7915 8.9951 4.9944 -0.055
H 10.9216 8.0881 7.2493 0.071
H 12.9447 7.1707 6.4776 0.141
H 11.8189 5.8489 5.8560 0.110
H 10.7513 7.4570 4.1960 0.130
H 12.4892 7.2954 4.0774 0.126
H 12.6503 9.2241 5.2872 0.087
O 5.5027 12.5665 9.8438 -0.046
C 5.8050 11.3433 9.1859 -0.258
C 7.2533 11.0073 9.3385 -0.255
O 8.0606 11.9887 8.6428 -0.077
H 5.2310 12.1569 10.6574 0.068
H 5.1889 10.5284 9.6576 0.135
H 5.6083 11.4399 8.0811 0.129
H 7.4621 9.9930 9.0287 0.091
H 7.5035 11.0376 10.4141 0.125
H 8.9693 11.6940 8.8942 0.075
O 8.6590 7.4409 9.5783 -0.075
C 8.6560 6.1368 10.0812 -0.227
C 9.0799 5.1088 9.0850 -0.181
O 8.1771 5.1818 7.9452 -0.086
H 7.9834 7.6903 8.9330 0.076
H 9.3722 6.0840 10.9345 0.143
H 7.6805 5.9006 10.5342 0.130
H 9.1163 4.0828 9.4847 0.131
H 10.0453 5.3564 8.6310 0.115
H 7.4347 4.6111 8.1074 0.096
O 4.9470 10.2692 3.6105 -0.032
C 4.8916 10.2107 4.9621 -0.289
C 4.5746 8.8053 5.6109 -0.204
O 5.4917 7.7411 5.2589 -0.105
H 5.3699 9.4497 3.3106 0.100
H 5.8748 10.3903 5.4551 0.089
H 4.1449 10.9170 5.2777 0.115
H 3.5859 8.5060 5.2809 0.104
H 4.4780 8.7659 6.6747 0.097
H 6.2723 7.7114 5.8443 0.015
O 9.2053 4.9722 4.8558 -0.028
H 9.2759 4.1924 5.3975 0.027
H 8.4848 5.4168 5.2857 0.007
O 7.5934 7.6728 6.9445 -0.063
H 8.4684 8.0864 6.7253 0.056
H 7.8564 6.7546 7.1274 0.017

=====

Record 4
9
Properties=species:S:1:pos:R:3:lowdin_charge:R:1 method="wB97M-V/def2-TZVPD" max_force_ha_per_bohr=0.0698 smiles="O=NO[N+](=O)[O-].N#[N+][O-]" homo_lumo_gap_ev=9.201 charge=0 e_tot_ev=-16188.1906 homo_energy_ha=-0.3752 de_lowest_ev=0.423
O 2.6723 0.1274 -1.3123 0.071
N 2.9543 0.4012 -0.2055 -0.137
O 2.3208 0.1134 0.8396 0.038
N 0.8418 -0.6412 0.8061 -0.324
O 0.7224 -1.5053 1.5744 0.177
O 0.2225 -0.3755 -0.1268 0.132
N -2.4726 0.0029 -0.0028 0.240
N -3.2667 0.5602 -0.5375 -0.298
O -3.9947 1.3171 -1.0351 0.102

=====

Record 5
126
Properties=species:S:1:pos:R:3:lowdin_charge:R:1 method="wB97M-V/def2-TZVPD" max_force_ha_per_bohr=0.0617 homo_lumo_gap_ev=1.252 charge=-1 e_tot_ev=-117474.5822 homo_energy_ha=-0.0830
C 6.2418 0.2080 -7.0513 -0.124
C 5.0842 0.4965 -8.0676 -0.283
N 3.7693 0.7531 -7.4042 -0.108
C 2.7169 0.3155 -8.3918 -0.414
C 1.9497 -0.9220 -7.7947 -0.149
C 0.7154 -1.3049 -8.6247 -0.454
O 0.8310 -1.4159 -9.7758 0.146
O -0.4923 -1.5640 -7.9286 0.072
C -1.5547 -0.7801 -8.3122 -0.511
C -2.6051 -0.5416 -7.2004 0.012
O -1.7529 -0.3236 -9.3781 0.135
C 1.7383 1.4515 -8.6610 -0.702
I 1.5163 1.9307 -10.7979 0.682
C 1.0404 2.1586 -7.7770 -0.774
C 0.1058 3.3362 -8.1522 -0.229
I 1.1239 1.7490 -5.6805 0.926
H 5.9886 0.4436 -6.0033 0.057
H 6.4871 -0.8570 -7.1358 0.034
H 7.1380 0.7735 -7.3783 0.049
H 5.3372 1.3506 -8.7349 0.099
H 4.9387 -0.3716 -8.7338 0.092
H 3.6637 1.7666 -7.3712 0.053
H 1.7589 -0.8430 -6.7044 0.032
H 2.6566 -1.7752 -7.9197 0.111
H -2.3594 0.3237 -6.5646 0.076
H -2.8034 -1.4652 -6.6207 0.079
H -3.5596 -0.3121 -7.7101 0.079
H -0.7128 3.3498 -7.3990 0.035
H -0.3612 3.2036 -9.1374 0.005
H 0.6344 4.3012 -8.0298 0.070
C 1.8617 -0.8593 0.0988 0.004
C 1.4882 0.2227 -0.5795 0.012
C 0.8943 0.1165 -1.9306 -0.384
O 0.5560 1.1017 -2.5516 0.015
C 0.7291 -1.2429 -2.5010 0.036
C 1.1020 -2.3261 -1.8224 0.028
C 1.6962 -2.2168 -0.4702 -0.350
O 2.0363 -3.2070 0.1522 0.071
H 2.2959 -0.7995 1.0831 0.089
H 1.6007 1.2229 -0.1786 0.123
H 0.2929 -1.3004 -3.4910 0.123
H 0.9900 -3.3262 -2.2223 0.123
C 1.0108 -5.6914 1.2676 0.023
C 2.1600 -6.3034 1.5437 0.028
C 2.2160 -7.7636 1.7826 -0.390
O 3.2629 -8.3244 2.0369 0.096
C 0.9420 -8.5195 1.7011 0.014
C -0.2074 -7.9089 1.4253 0.015
C -0.2618 -6.4460 1.1862 -0.380
O -1.3110 -5.8898 0.9325 0.102
H 0.9531 -4.6299 1.0921 0.086
H 3.0985 -5.7671 1.6061 0.124
H 1.0027 -9.5861 1.8780 0.118
H -1.1468 -8.4441 1.3624 0.119
C -2.2347 2.7634 1.5480 0.019
C -1.0883 2.1538 1.8347 0.021
C -1.0349 0.6933 2.0772 -0.382
O 0.0108 0.1360 2.3403 0.099
C -2.3056 -0.0610 1.9855 0.019
C -3.4519 0.5490 1.6993 0.004
C -3.5061 2.0081 1.4581 -0.407
O -4.5537 2.5660 1.1946 0.083
H -2.2939 3.8295 1.3678 0.124
H -0.1496 2.6892 1.9040 0.122
H -2.2465 -1.1273 2.1646 0.126
H -4.3899 0.0124 1.6295 0.126
C 9.0193 -0.2464 -10.3914 0.036
C 10.0962 -0.1430 -11.1676 0.016
C 11.3244 -0.9221 -10.8867 -0.394
O 12.3083 -0.8272 -11.5931 0.091
C 11.3087 -1.8226 -9.7094 0.012
C 10.2329 -1.9267 -8.9327 0.025
C 9.0030 -1.1469 -9.2139 -0.362
O 8.0215 -1.2402 -8.5106 0.092
H 8.1125 0.3152 -10.5799 0.129
H 10.1258 0.5085 -12.0317 0.120
H 12.2150 -2.3842 -9.5208 0.118
H 10.2034 -2.5784 -8.0685 0.121
C -5.1662 3.0714 4.4401 0.040
C -6.1969 3.5040 5.1631 0.030
C -6.4565 2.9746 6.5215 -0.369
O -7.3962 3.3641 7.1865 0.088
C -5.5282 1.9485 7.0465 0.025
C -4.4975 1.5143 6.3267 0.036
C -4.2355 2.0429 4.9671 -0.344
O -3.2923 1.6478 4.3101 0.114
H -4.9608 3.4453 3.4451 0.109
H -6.8864 4.2542 4.7967 0.124
H -5.7353 1.5750 8.0408 0.104
H -3.8101 0.7637 6.6968 0.121
C -4.9560 -0.1046 11.6998 0.024
C -4.9417 0.4607 12.9043 0.025
C -4.2854 1.7703 13.1313 -0.384
O -4.2697 2.2853 14.2288 0.110
C -3.6474 2.4261 11.9644 0.026
C -3.6621 1.8601 10.7602 0.022
C -4.3184 0.5511 10.5347 -0.381
O -4.3343 0.0354 9.4346 0.088
H -5.4297 -1.0603 11.5147 0.123
H -5.4030 -0.0032 13.7667 0.123
H -3.1738 3.3819 12.1487 0.123
H -3.2010 2.3240 9.8970 0.122
C -11.3776 -0.0770 9.5503 0.018
C -10.4599 0.3341 10.4218 0.016
C -9.5747 1.4848 10.1206 -0.383
O -8.7358 1.8574 10.9158 0.097
C -9.7520 2.1607 8.8132 0.018
C -10.6703 1.7484 7.9416 0.026
C -11.5550 0.5988 8.2419 -0.389
O -12.3940 0.2231 7.4498 0.104
H -12.0324 -0.9153 9.7518 0.121
H -10.3168 -0.1469 11.3814 0.119
H -9.0987 2.9975 8.6105 0.095
H -10.8130 2.2290 6.9820 0.124
C 5.2169 1.1062 -0.0422 0.029
C 6.1844 1.9168 -0.4657 0.031
C 6.9877 2.7184 0.4882 -0.386
O 7.8685 3.4590 0.1056 0.108
C 6.6730 2.5814 1.9312 0.019
C 5.7059 1.7713 2.3540 0.020
C 4.9031 0.9700 1.4001 -0.367
O 4.0217 0.2293 1.7868 0.094
H 4.6194 0.5138 -0.7238 0.120
H 6.4277 2.0283 -1.5149 0.128
H 7.2704 3.1738 2.6126 0.120
H 5.4617 1.6591 3.4029 0.121

=====

Record 6
17
Properties=species:S:1:pos:R:3:lowdin_charge:R:1 method="wB97M-V/def2-TZVPD" max_force_ha_per_bohr=0.0278 homo_lumo_gap_ev=2.834 charge=0 e_tot_ev=-6846.4118 homo_energy_ha=-0.2154 de_lowest_ev=7.117
C -2.8116 0.5520 -0.4237 -0.292
C 2.3135 1.1143 0.2810 0.119
C 1.7896 -0.1609 0.0838 -0.422
C 2.4892 -1.1841 -0.5273 0.117
C 0.3082 -0.3872 0.3433 -0.104
N -2.5704 -0.4976 0.5254 -0.047
H -2.9902 0.0631 -1.3923 0.073
H -1.9667 1.2433 -0.5924 0.048
H 3.3866 1.2234 0.2481 0.062
H 1.6449 1.8840 0.6303 0.060
H 2.0364 -2.1647 -0.5261 0.071
H 3.5072 -0.9996 -0.8424 0.067
H -0.2148 0.5608 0.3424 0.037
H 0.1546 -0.9342 1.2707 0.083
H -0.0968 -0.9998 -0.4575 0.073
H -3.3717 -0.5546 1.1603 -0.003
H -3.6080 1.2416 -0.1235 0.057

=====

Record 7
36
Properties=species:S:1:pos:R:3:lowdin_charge:R:1 method="wB97M-V/def2-TZVPD" max_force_ha_per_bohr=0.1425 homo_lumo_gap_ev=1.840 charge=+3 e_tot_ev=-112787.5068 homo_energy_ha=-0.6674 de_lowest_ev=5.132
Hf -3.8101 -2.5370 2.3413 1.927
Br -1.9969 -2.8478 0.1754 0.162
C 0.8492 -0.6425 2.2447 -0.045
O -0.0189 -0.0540 3.2296 -0.156
P -1.5255 0.4098 2.9961 0.456
O -2.4533 -0.7318 2.7733 -0.446
O -1.5699 1.5902 1.9216 -0.140
C -1.1846 1.3661 0.5678 -0.066
O -1.7977 1.2169 4.3189 -0.149
C -2.2839 0.6324 5.5081 -0.065
H 0.2513 -0.9605 1.3936 0.038
H 1.3797 -1.4960 2.6601 0.111
H 1.5939 0.0657 1.8849 0.111
H -0.1778 1.7584 0.4039 0.112
H -1.8540 1.8473 -0.1409 0.113
H -1.0900 0.3039 0.3276 0.048
H -3.3762 0.6798 5.5028 0.103
H -1.9273 1.1869 6.3759 0.120
H -1.9084 -0.3845 5.6684 0.097
C 1.0394 2.3212 -3.6246 -0.031
O 1.5119 1.3710 -2.6116 -0.187
P 1.3882 -0.1347 -3.1192 0.449
O 1.8420 -0.4829 -4.4882 -0.074
O 2.1724 -0.9335 -1.9413 -0.146
C 3.5499 -0.7219 -1.6342 -0.042
O -0.1109 -0.5416 -2.7693 -0.173
C -0.6938 -1.7157 -3.3228 -0.050
H 0.7563 1.8741 -4.5844 0.099
H 1.9004 2.8988 -3.9721 0.117
H 0.2679 2.9035 -3.1356 0.101
H 4.0747 -0.3023 -2.4943 0.112
H 4.0988 -1.6491 -1.4505 0.114
H 3.7229 -0.1202 -0.7372 0.115
H 0.0410 -2.2729 -3.9004 0.107
H -1.6136 -1.5634 -3.8905 0.119
H -1.0472 -2.3340 -2.4770 0.037